# C42H49BCsN4O4

C42H49BCsN4O4 as an isolated structure (the ωB97M-V functional and the def2-TZVPD basis, OMol25).

XYZ file:
```
101
Properties=species:S:1:pos:R:3:forces:R:3
Cs -0.936 0.296 0.311 0.3500 0.0505 -0.4012
N 2.772 -0.183 1.776 -0.0094 0.0125 0.0148
C 2.888 0.725 0.632 -0.0162 0.0147 0.1414
C 2.965 -0.055 -0.667 0.0413 -0.0056 -0.0215
N 2.965 0.856 -1.807 0.0097 -0.0153 0.0033
H 2.394 0.326 2.567 -0.0130 -0.0079 -0.0006
H 3.674 -0.552 2.049 0.0072 0.0118 0.0176
H 3.751 1.403 0.709 0.0031 0.0004 -0.0422
H 2.002 1.362 0.642 -0.0126 0.0785 -0.1240
H 2.097 -0.710 -0.741 -0.0474 0.0029 -0.0079
H 3.842 -0.721 -0.639 -0.0109 -0.0200 0.0085
H 2.720 0.380 -2.664 0.0026 0.0081 -0.0068
H 3.866 1.297 -1.935 0.0004 0.0010 -0.0058
C -4.412 -4.805 -0.886 0.0033 0.0225 -0.0177
C -3.361 -4.249 -0.172 -0.0021 0.0056 0.0072
C -2.900 -2.977 -0.484 -0.0352 0.0196 0.0339
C -3.492 -2.242 -1.508 -0.0538 0.0212 -0.0023
C -4.549 -2.803 -2.225 0.0021 0.0414 -0.0388
C -4.999 -4.075 -1.915 -0.0154 -0.0298 0.0102
N -2.999 -0.913 -1.709 0.0075 -0.1392 -0.0872
N -3.405 -0.376 -2.755 -0.0613 -0.0082 0.0442
C -2.962 0.960 -3.001 0.0611 -0.0234 0.0238
C -3.770 1.608 -3.948 0.0053 -0.0912 0.0147
C -3.517 2.927 -4.260 0.0050 0.0627 -0.0147
C -2.440 3.559 -3.636 0.0137 -0.0624 0.0093
C -1.639 2.864 -2.735 -0.0052 0.0208 -0.0467
C -1.839 1.519 -2.363 -0.2155 0.0413 -0.1728
H -4.774 -5.796 -0.641 -0.0020 -0.0028 -0.0004
H -2.892 -4.808 0.629 0.0003 0.0070 0.0055
H -2.079 -2.540 0.075 -0.0379 -0.0059 -0.0051
H -5.004 -2.219 -3.012 0.0021 -0.0027 -0.0007
H -5.824 -4.501 -2.474 0.0007 0.0041 -0.0041
H -4.591 1.062 -4.402 -0.0081 0.0300 -0.0214
H -4.136 3.460 -4.972 -0.0046 -0.0081 -0.0014
H -2.223 4.599 -3.863 -0.0056 0.0039 -0.0190
H -0.806 3.415 -2.299 0.0005 -0.0277 0.0216
C -0.230 9.482 4.188 0.0060 0.0004 -0.0038
C 0.679 8.335 4.649 -0.0158 -0.0065 -0.0052
C 0.701 8.295 6.183 0.0064 -0.0024 -0.0005
C 2.098 8.635 4.163 -0.0033 0.0041 0.0096
C 0.150 7.004 4.106 0.0209 -0.0091 -0.0101
C -1.140 6.593 4.447 -0.0155 -0.0121 -0.0024
C -1.686 5.393 3.988 0.0063 0.0362 0.0099
C -0.901 4.602 3.178 -0.1127 -0.0245 -0.0233
O -1.176 3.398 2.611 0.0651 0.0676 0.0290
B 0.000 2.963 1.854 0.1652 0.2139 0.3498
O 0.943 4.052 2.036 -0.0364 0.0056 0.0353
C 0.380 4.995 2.829 0.0772 -0.0023 -0.0223
C 0.923 6.182 3.275 -0.0136 0.0344 0.0184
H 0.139 10.439 4.568 -0.0001 0.0018 -0.0004
H -1.252 9.348 4.543 -0.0035 -0.0006 0.0022
H -0.259 9.532 3.098 -0.0016 0.0028 0.0000
H 1.077 9.241 6.585 -0.0012 0.0011 0.0005
H 1.348 7.489 6.534 -0.0009 0.0009 0.0031
H -0.296 8.125 6.590 0.0000 0.0015 0.0011
H 2.429 9.592 4.574 0.0012 -0.0001 -0.0031
H 2.142 8.704 3.075 0.0024 0.0000 -0.0017
H 2.804 7.869 4.487 0.0010 -0.0017 0.0008
H -1.749 7.222 5.085 0.0001 0.0037 0.0006
H -2.694 5.097 4.251 -0.0048 0.0070 -0.0016
H 1.926 6.449 2.974 0.0016 0.0017 -0.0001
C -2.996 -2.731 3.301 0.0412 -0.0150 0.0342
C -2.242 -1.429 3.419 -0.1001 0.0446 0.1156
O -1.276 -1.216 2.716 -0.0224 -0.3635 0.2409
C -2.710 -0.383 4.378 0.0091 -0.0156 -0.0635
C -2.040 0.839 4.386 -0.0316 0.0403 -0.0541
C -2.452 1.853 5.235 -0.0006 -0.0003 0.0192
C -3.528 1.646 6.088 0.0065 -0.0027 -0.0124
C -4.205 0.432 6.080 0.0057 -0.0004 -0.0085
C -3.802 -0.578 5.222 -0.0039 0.0084 0.0323
H -2.387 -3.434 2.736 -0.0050 -0.0030 -0.0193
H -3.933 -2.563 2.765 -0.0039 0.0067 0.0046
H -3.237 -3.154 4.277 0.0054 0.0029 0.0032
H -1.219 1.010 3.700 0.0029 -0.0097 0.0247
H -1.939 2.805 5.210 -0.0061 -0.0179 0.0124
H -3.851 2.438 6.753 0.0002 0.0029 0.0010
H -5.054 0.278 6.735 0.0013 0.0014 0.0040
H -4.345 -1.514 5.211 0.0048 -0.0098 -0.0005
C -0.718 -7.491 3.429 -0.0066 0.0013 -0.0088
C -0.424 -6.576 2.272 0.0012 0.0031 -0.0049
C 0.207 -5.358 2.465 0.0160 -0.0225 -0.0085
C 0.482 -4.487 1.412 0.0206 0.0150 0.0520
C 1.194 -3.201 1.719 -0.0409 -0.0430 -0.0369
C 0.076 -4.860 0.119 -0.0967 0.0974 -0.0524
C 0.251 -3.950 -1.038 0.3504 -0.1657 -0.1189
O 0.887 -2.922 -1.040 -0.1203 0.0531 0.0809
C -0.551 -6.101 -0.100 -0.0319 -0.0061 -0.0065
C -0.998 -6.550 -1.471 -0.0012 0.0056 0.0076
C -0.785 -6.939 0.977 0.0093 -0.0032 -0.0005
H -0.289 -7.107 4.354 -0.0012 0.0002 -0.0002
H -0.314 -8.489 3.252 0.0002 0.0008 -0.0012
H -1.795 -7.597 3.575 -0.0007 -0.0026 0.0037
H 0.506 -5.067 3.466 -0.0023 0.0003 0.0009
H 1.372 -3.122 2.791 0.0124 0.0219 -0.0028
H 0.618 -2.334 1.411 -0.0033 0.0262 0.0159
H 2.144 -3.124 1.192 -0.0059 -0.0178 -0.0097
H -0.214 -4.290 -1.981 -0.1117 0.0470 0.0679
H -1.784 -5.904 -1.865 0.0043 0.0042 -0.0019
H -1.398 -7.562 -1.414 0.0049 -0.0058 -0.0037
H -0.176 -6.554 -2.188 -0.0058 -0.0103 -0.0021
H -1.269 -7.896 0.808 0.0016 -0.0018 -0.0027
```
Forces are in eV/Å.

Summary:
E: -59724.032 eV
LUMO: 1.86 eV
Kohn-Sham gap: 5.1 eV
Relative energy (zero: lowest compared OMol25 entry of this formula, charge and spin): 8.6 kcal per mole
Charge: -1